Here is C12H22AlBCa2Cl7N2O14Si as an isolated structure from OMol25. Energies are from ωB97M-V/def2-TZVPD.

Last column: Mulliken charge in e.
Element x y z (Å)
C1 4.556 -0.643 -0.556  -1.53
C2 2.972 -0.737 -0.344  -0.13
C3 2.430 0.217 0.708  -1.24
C4 0.883 0.067 0.803  -0.85
C5 0.138 0.289 -0.520  0.17
C6 -1.383 0.032 -0.327  -0.91
Si1 -1.831 -1.801 -0.518  0.67
H1 4.705 0.008 -1.462  0.49
H2 4.944 -1.681 -0.761  0.38
H3 5.080 -0.181 0.272  0.37
H4 2.774 -1.773 -0.034  0.84
H5 2.502 -0.576 -1.356  0.15
H6 2.709 1.260 0.550  0.41
H7 2.806 -0.038 1.716  0.37
H8 0.483 0.794 1.510  0.52
H9 0.647 -0.934 1.186  0.15
H10 0.271 1.363 -0.849  0.01
H11 0.470 -0.364 -1.339  0.24
H12 -1.622 0.339 0.694  0.47
H13 -1.917 0.635 -1.063  0.37
H14 -0.581 -2.585 -0.696  -0.35
H15 -2.543 -2.289 0.679  -0.15
H16 -2.712 -2.020 -1.677  -0.15
O1 -0.936 -5.534 -1.169  -0.57
H17 -0.987 -4.674 -0.743  0.19
H18 -0.381 -6.058 -0.580  0.30
Ca1 3.681 -1.804 -2.757  1.61
Cl1 0.008 2.458 -2.384  0.10
C7 2.279 -7.640 -1.694  0.31
Cl2 2.939 -6.098 -2.343  -0.12
Cl3 3.363 -8.947 -2.126  -0.05
Cl4 2.152 -7.521 0.065  -0.09
Cl5 0.692 -7.905 -2.385  -0.04
C8 1.495 -3.113 3.311  0.81
O2 0.915 -3.871 2.578  -0.60
N1 2.847 -2.890 3.228  -0.30
N2 0.827 -2.401 4.303  -0.10
H19 3.356 -2.263 3.825  -0.01
H20 3.349 -3.404 2.526  0.21
H21 -0.168 -2.547 4.388  0.16
H22 1.274 -1.759 4.921  -0.23
O3 -5.149 -1.330 -0.890  -0.48
Cl6 -6.064 -0.512 -0.073  1.84
O4 -6.398 0.714 -0.781  -0.55
O5 -5.389 -0.127 1.161  -0.57
O6 -7.245 -1.224 0.232  -0.54
Ca2 2.313 -1.101 6.532  0.89
Cl7 -6.017 -3.299 -1.615  0.10
B1 -0.863 7.097 -1.195  0.92
O7 -1.632 5.765 -1.267  -0.38
C9 -0.903 4.951 -1.856  0.79
O8 -1.258 3.752 -2.069  -0.46
C10 0.432 5.573 -2.268  0.68
O9 1.296 4.978 -2.845  -0.55
O10 0.435 6.810 -1.876  -0.45
O11 -1.594 8.145 -1.861  -0.46
C11 -1.831 9.134 -0.963  0.56
O12 -2.408 10.138 -1.188  -0.46
C12 -1.227 8.704 0.363  0.56
O13 -1.238 9.303 1.381  -0.48
O14 -0.664 7.484 0.182  -0.46
Al1 -7.084 1.636 1.315  0.63

Its LUMO energy is -0.4121 Ha. Its spin multiplicity is 1. As for the net charge: +3. The frontier orbital gap is 0.0474 Ha. For the calculated total energy, the calculation gives -6765.1825 hartree. The max |F| comes out at 3.6 eV Å⁻¹. The value obtained for the HOMO energy is -12.505 eV.


Here is C12H22BBaN4O2S2 as an isolated structure from OMol25. Energies are from ωB97M-V/def2-TZVPD.

Last column: Mulliken charge in e.
Element x y z (Å)
Ba1 -0.905 -0.634 0.540  1.28
C1 3.502 -1.500 1.772  -0.80
N1 2.984 -2.365 0.727  0.10
C2 3.216 -3.726 0.652  -0.39
C3 2.674 -4.139 -0.510  -0.75
N2 2.123 -3.050 -1.152  0.51
B1 1.736 -3.202 -2.683  0.37
N3 0.669 -2.170 -3.166  0.23
C4 0.865 -1.361 -4.264  -0.58
C5 -0.288 -0.717 -4.532  -0.49
N4 -1.199 -1.143 -3.580  0.29
C6 -2.583 -0.719 -3.489  -0.82
C7 -0.592 -2.025 -2.748  -0.44
S1 -1.369 -2.815 -1.428  -0.32
C8 2.314 -1.968 -0.391  -0.38
S2 1.783 -0.346 -0.686  -0.23
H1 3.390 -1.990 2.737  0.37
H2 2.952 -0.564 1.756  0.19
H3 4.556 -1.283 1.602  0.31
H4 3.744 -4.263 1.420  0.47
H5 2.638 -5.121 -0.948  0.46
H6 1.306 -4.320 -2.815  -0.15
H7 2.733 -2.986 -3.329  -0.18
H8 1.814 -1.322 -4.768  0.49
H9 -0.549 -0.022 -5.311  0.47
H10 -2.854 -0.221 -4.416  0.34
H11 -2.735 -0.023 -2.663  0.22
H12 -3.227 -1.581 -3.338  0.37
C9 0.843 1.310 3.426  -0.78
O1 -0.376 1.107 2.705  -0.19
C10 -1.134 2.306 2.515  -0.73
C11 -0.706 3.068 1.288  -0.35
O2 -1.096 2.332 0.130  -0.18
C12 -0.770 3.027 -1.075  -0.79
H13 0.627 1.698 4.423  0.32
H14 1.505 1.999 2.901  0.33
H15 1.332 0.344 3.517  0.19
H16 -1.060 2.943 3.398  0.40
H17 -2.178 2.004 2.403  0.28
H18 0.379 3.219 1.280  0.32
H19 -1.189 4.050 1.287  0.39
H20 -1.327 3.963 -1.135  0.33
H21 -1.044 2.389 -1.911  0.20
H22 0.300 3.237 -1.122  0.34

Its LUMO energy is -0.1190 Ha. Its spin multiplicity is 1. As for the net charge: +1. The calculation puts the relative energy (zero: lowest compared OMol25 entry of this formula, charge and spin) at 17.7 kcal/mol. The frontier orbital gap is 0.2674 Ha. For the calculated total energy, the calculation gives -1686.5999 hartree. The max |F| comes out at 0.4 eV Å⁻¹. The value obtained for the HOMO energy is -10.513 eV.